Here is a 3-piece molecular cluster, C15H33F5N3O8S overall from the OMol25 dataset. Energies are from ωB97M-V/def2-TZVPD.

The total energy is -61345.025 eV. The HOMO energy is -10.06 eV. The gap between HOMO and LUMO is 0.1419 hartree. Its charge is +1. The value obtained for the LUMO energy is -6.20 eV.

Geometry as XYZ:
```
65
C15H33F5N3O8S, DFT ωB97M-V/def2-TZVPD
N 5.757 2.077 6.434
C 5.213 3.324 5.706
N 5.655 3.542 4.426
N 4.225 4.164 6.484
S 2.922 4.779 5.499
O 3.367 5.863 4.456
O 1.958 5.545 6.487
C 1.881 3.475 4.648
F 2.596 2.228 4.294
F 1.437 4.085 3.340
C 0.519 3.037 5.466
F -0.154 1.955 4.653
F 0.909 2.540 6.828
F -0.508 4.142 5.539
H 6.710 1.914 6.006
H 5.172 1.245 6.145
H 5.537 4.410 3.860
H 6.187 2.744 3.966
H 3.892 3.693 7.359
C -0.455 -4.897 2.024
O 0.067 -3.690 1.501
C -0.095 -3.547 0.093
C -0.710 -2.191 -0.283
O -2.050 -1.957 0.163
C -2.261 -1.847 1.576
C -1.590 -0.655 2.272
O -0.170 -0.770 2.257
C 0.499 0.418 1.860
H 0.317 -5.671 1.998
H -0.743 -4.722 3.064
H -1.346 -5.233 1.483
H -0.719 -4.351 -0.322
H 0.903 -3.618 -0.356
H -0.756 -2.149 -1.378
H -0.064 -1.365 0.007
H -2.014 -2.785 2.071
H -3.343 -1.730 1.700
H -1.898 -0.643 3.323
H -1.930 0.276 1.806
H -0.079 0.998 1.134
H 1.441 0.131 1.384
H 0.721 1.026 2.741
C 0.383 -1.375 -7.095
O -0.321 -0.732 -6.049
C -0.700 0.610 -6.342
C -2.185 0.867 -6.054
O -3.122 0.146 -6.863
C -3.167 -1.277 -6.702
C -3.624 -1.792 -5.331
O -2.683 -1.473 -4.310
C -3.269 -0.922 -3.140
H 1.456 -1.196 -6.979
H 0.196 -2.450 -7.022
H 0.050 -1.044 -8.085
H -0.487 0.867 -7.388
H -0.098 1.262 -5.697
H -2.378 1.927 -6.261
H -2.417 0.736 -4.998
H -2.217 -1.723 -6.996
H -3.894 -1.630 -7.443
H -3.693 -2.885 -5.372
H -4.621 -1.395 -5.108
H -4.161 -0.328 -3.361
H -2.534 -0.259 -2.676
H -3.512 -1.725 -2.438
```

---

Here is C15H33F6N4O9S4V as an isolated structure from the OMol25 dataset. Energies are from ωB97M-V/def2-TZVPD.

The total energy is -125806.092 eV. The HOMO energy (alpha / beta) is -10.06 / -11.86 eV. The gap between HOMO and LUMO (alpha / beta) is 0.2939 / 0.3600 hartree. Its charge is +1. The value obtained for the LUMO energy (alpha / beta) is -2.06 / -2.06 eV. Its multiplicity is 4. Its energy relative to the best compared isomer or geometry (same formula, charge and spin) is 0.00 kJ/mol.

Geometry as XYZ:
```
72
C15H33F6N4O9S4V, DFT ωB97M-V/def2-TZVPD
V -0.512 0.103 -0.274
C -1.839 -2.825 2.453
F -1.729 -4.116 2.881
F -2.787 -2.249 3.085
F -0.749 -2.288 2.906
S -2.046 -2.820 0.659
O -0.750 -3.137 0.166
O -3.120 -3.691 0.340
N -2.321 -1.267 0.349
S -3.733 -0.451 0.184
O -4.413 -0.177 1.429
O -3.477 0.513 -0.856
C -5.023 -1.640 -0.605
F -5.954 -0.808 -1.113
F -4.443 -2.293 -1.577
F -5.582 -2.359 0.260
C -2.053 -0.337 -3.997
S -1.357 -1.499 -2.752
O -0.213 -0.710 -2.171
C -0.708 -2.569 -4.035
H -2.217 0.528 -3.336
H -3.044 -0.750 -4.336
H -1.326 -0.148 -4.777
H -0.204 -1.932 -4.720
H -1.596 -2.921 -4.577
H -0.107 -3.402 -3.658
C -2.973 3.832 -1.060
S -1.158 3.509 -0.919
O -1.073 1.999 -1.195
C -0.700 4.246 -2.565
H -3.079 4.982 -1.155
H -3.436 3.404 -0.122
H -3.277 3.335 -1.960
H 0.436 3.969 -2.592
H -0.828 5.309 -2.743
H -1.124 3.733 -3.453
C -0.625 0.992 2.863
O -0.724 0.984 1.663
N 0.480 1.379 3.486
C 0.435 1.448 4.981
C 1.520 2.125 2.778
H -1.490 0.670 3.504
H 1.435 1.377 5.381
H -0.074 0.532 5.287
H 0.059 2.437 5.297
H 1.468 1.993 1.730
H 1.418 3.207 2.911
H 2.498 1.838 3.186
C 1.676 -2.142 0.875
O 0.937 -1.185 1.039
N 2.526 -2.590 1.833
C 3.460 -3.649 1.495
C 2.258 -2.195 3.210
H 1.762 -2.670 -0.127
H 3.075 -4.267 0.665
H 3.646 -4.312 2.328
H 4.410 -3.171 1.208
H 2.074 -3.049 3.881
H 3.104 -1.611 3.595
H 1.439 -1.432 3.235
C 2.045 1.132 -1.561
O 1.515 0.954 -0.438
N 3.351 1.381 -1.697
C 3.855 1.752 -3.010
C 4.256 1.551 -0.540
H 1.455 1.163 -2.448
H 4.901 1.492 -3.130
H 3.820 2.859 -3.130
H 3.253 1.262 -3.741
H 3.568 1.476 0.296
H 4.931 0.698 -0.404
H 4.797 2.498 -0.664
```

---

Here is a 5-piece molecular cluster, C15H33FN5O10 overall from the OMol25 dataset. Energies are from ωB97M-V/def2-TZVPD.

The total energy is -46719.013 eV. The HOMO energy (alpha / beta) is -8.62 / -9.67 eV. The gap between HOMO and LUMO (alpha / beta) is 0.3073 / 0.3461 hartree. The value obtained for the LUMO energy (alpha / beta) is -0.25 / -0.25 eV. Its multiplicity is 2.

Geometry as XYZ:
```
64
C15H33FN5O10, DFT ωB97M-V/def2-TZVPD
C 2.472 -0.874 1.944
C 1.667 -1.519 0.746
C 2.699 -1.486 -0.455
C 1.391 -3.043 0.984
C -0.016 -3.438 1.547
O -0.439 -4.602 0.804
C -0.021 -3.906 3.035
C 0.974 -3.181 3.967
F 2.263 -3.707 3.922
C -1.155 -2.366 1.350
C -0.724 -0.894 1.050
C -1.879 -0.287 0.132
C -0.803 -0.023 2.368
N 0.514 -0.722 0.290
O 0.859 0.509 0.138
H 3.070 -1.682 2.419
H 1.834 -0.457 2.737
H 3.150 -0.121 1.517
H 2.308 -2.000 -1.353
H 3.568 -2.087 -0.102
H 3.077 -0.469 -0.647
H 1.478 -3.531 -0.013
H 2.240 -3.436 1.573
H -0.582 -4.352 -0.110
H -1.025 -3.795 3.494
H 0.195 -4.997 3.066
H 1.038 -2.089 3.836
H 0.622 -3.347 5.009
H -1.867 -2.320 2.200
H -1.770 -2.701 0.486
H -1.480 -0.188 -0.892
H -2.804 -0.889 0.174
H -2.135 0.728 0.502
H -0.292 -0.496 3.228
H -0.445 1.007 2.211
H -1.885 -0.008 2.627
C -1.468 2.377 -3.892
N -2.327 1.167 -3.926
O -2.437 0.530 -2.904
O -2.859 0.901 -4.981
H -1.063 2.485 -2.891
H -0.673 2.234 -4.619
H -2.092 3.228 -4.153
C 3.470 3.835 2.719
N 3.316 2.373 2.927
O 4.301 1.681 2.798
O 2.208 1.975 3.212
H 4.505 4.045 2.471
H 2.813 4.120 1.904
H 3.185 4.328 3.645
C 1.209 6.022 -0.989
N 2.234 6.052 0.084
O 3.264 5.442 -0.104
O 1.968 6.686 1.079
H 1.585 5.420 -1.810
H 0.308 5.585 -0.567
H 1.038 7.047 -1.306
C -5.142 -1.300 -5.588
N -5.983 -1.837 -6.688
O -6.021 -1.209 -7.723
O -6.575 -2.870 -6.472
H -4.677 -0.380 -5.921
H -5.794 -1.118 -4.737
H -4.391 -2.050 -5.354
```

---

Here is C15H33N3O9 as an isolated structure from the OMol25 dataset. Energies are from ωB97M-V/def2-TZVPD.

The total energy is -38979.943 eV. The HOMO energy is -8.45 eV. The gap between HOMO and LUMO is 0.3187 hartree. The value obtained for the LUMO energy is 0.22 eV. Its energy relative to the best compared isomer or geometry (same formula, charge and spin) is 0.00 kJ/mol.

Geometry as XYZ:
```
60
C15H33N3O9, DFT ωB97M-V/def2-TZVPD
C -12.145 14.917 13.651
O -10.863 15.222 13.085
C -10.699 15.234 11.739
O -11.549 14.886 10.856
O -9.430 15.430 11.407
C -8.575 16.092 12.342
H -12.070 15.011 14.735
H -12.487 13.915 13.393
H -12.945 15.542 13.255
H -8.551 17.182 12.321
H -7.582 15.647 12.281
H -8.820 15.988 13.399
C -10.557 14.823 17.175
O -11.176 13.882 18.069
C -11.945 14.358 19.053
O -12.157 15.506 19.481
O -12.379 13.249 19.737
C -13.079 13.305 20.972
H -9.610 14.486 16.753
H -10.449 15.766 17.711
H -11.352 14.982 16.448
H -12.440 13.937 21.589
H -12.987 12.309 21.404
H -14.142 13.523 20.878
C -15.550 14.321 15.705
C -15.704 12.826 15.401
O -16.872 12.398 15.154
N -14.690 12.008 15.562
C -14.517 10.595 15.266
H -16.332 14.665 16.383
H -15.873 14.834 14.799
H -14.508 14.530 15.947
H -13.922 12.410 16.081
H -15.351 10.001 15.639
H -13.656 10.285 15.857
H -14.300 10.564 14.198
C -12.012 8.933 17.642
C -11.575 9.195 16.194
O -10.939 10.188 16.015
N -11.987 8.457 15.158
C -11.751 8.833 13.750
H -12.854 9.578 17.892
H -11.169 9.098 18.313
H -12.429 7.927 17.684
H -12.802 7.862 15.208
H -12.622 9.039 13.128
H -11.111 8.174 13.163
H -11.225 9.782 13.655
C -11.743 12.097 14.402
C -12.299 12.519 15.788
O -12.925 13.556 15.789
N -12.123 11.689 16.722
C -12.468 11.799 18.095
H -11.777 11.019 14.240
H -10.770 12.571 14.276
H -12.409 12.677 13.764
H -11.425 10.969 16.602
H -13.054 12.698 18.282
H -11.562 11.888 18.694
H -13.065 10.921 18.345
```

---

Here is C15H33N4O6RbSi as an isolated structure from the OMol25 dataset. Energies are from ωB97M-V/def2-TZVPD.

The total energy is -42873.273 eV. The HOMO energy is -2.58 eV. The gap between HOMO and LUMO is 0.2503 hartree. Its charge is -2. The value obtained for the LUMO energy is 4.23 eV.

Geometry as XYZ:
```
60
C15H33N4O6RbSi, DFT ωB97M-V/def2-TZVPD
Rb 0.914 0.809 0.494
O -2.158 4.001 -1.723
C -2.690 4.309 -0.462
C -1.640 4.807 0.515
N -0.752 3.790 1.057
C -1.184 3.286 2.358
C -0.662 1.850 2.562
O 0.429 1.729 3.168
O -1.310 0.944 1.987
C 0.670 4.109 0.968
C 1.276 3.681 -0.391
O 0.637 4.002 -1.425
O 2.318 3.002 -0.349
H -1.170 4.097 -1.667
H -3.202 3.434 -0.035
H -3.442 5.103 -0.588
H -2.157 5.320 1.347
H -1.039 5.559 -0.004
H -2.275 3.256 2.355
H -0.837 3.937 3.179
H 1.192 3.579 1.762
H 0.855 5.189 1.113
C -0.587 -2.983 -0.620
C -2.081 -2.791 -0.863
N -2.610 -1.538 -0.361
C -3.329 -0.720 -1.311
C -2.596 0.518 -1.857
N -1.183 0.321 -2.106
C -0.812 -0.747 -3.005
C 0.321 -1.650 -2.478
N 0.262 -1.908 -1.066
H -0.417 -3.104 0.454
H -0.323 -3.956 -1.085
H -2.290 -2.879 -1.937
H -2.588 -3.649 -0.396
H -1.879 -1.002 0.096
H -3.637 -1.372 -2.138
H -4.266 -0.348 -0.874
H -3.165 0.833 -2.755
H -2.674 1.341 -1.153
H -0.705 1.196 -2.272
H -1.699 -1.360 -3.176
H -0.517 -0.374 -3.999
H 0.315 -2.575 -3.091
H 1.280 -1.159 -2.668
H 1.212 -2.026 -0.666
C 2.061 -3.718 2.428
Si 3.334 -3.032 1.202
C 4.200 -4.576 0.511
C 4.645 -2.183 2.276
O 2.712 -2.098 0.083
H 2.546 -4.271 3.241
H 1.363 -4.395 1.928
H 1.476 -2.909 2.870
H 4.616 -5.199 1.311
H 5.013 -4.294 -0.163
H 3.492 -5.182 -0.061
H 5.102 -2.882 2.984
H 4.200 -1.364 2.845
H 5.433 -1.757 1.651
```

---

Here is a 3-piece molecular cluster, C15H33N5O8S overall from the OMol25 dataset. Energies are from ωB97M-V/def2-TZVPD.

The total energy is -50756.699 eV. The HOMO energy is -9.63 eV. The gap between HOMO and LUMO is 0.3682 hartree. The value obtained for the LUMO energy is 0.39 eV. Its energy relative to the best compared isomer or geometry (same formula, charge and spin) is 0.00 kJ/mol. The SMILES is COCCCCCCC(=O)O[C@H](CCC(N)=O)S(C)(=O)=O.NC(N)=O.NC(N)=O.

Geometry as XYZ:
```
62
C15H33N5O8S, DFT ωB97M-V/def2-TZVPD
C -1.268 2.780 -3.205
O -1.455 1.618 -3.987
C -0.429 0.653 -3.892
C -1.056 -0.693 -4.109
C -1.703 -1.388 -2.895
C -1.900 -0.592 -1.626
C -2.236 -1.578 -0.503
C -2.444 -0.980 0.901
C -1.375 -1.389 1.865
O -1.355 -2.522 2.377
O -0.393 -0.490 2.269
C 0.470 0.025 1.272
C 1.884 -0.395 1.495
C 1.993 -1.889 1.241
C 3.301 -2.527 1.615
N 4.322 -1.721 2.218
O 3.502 -3.716 1.367
S 0.303 1.805 1.295
C 0.820 2.276 2.905
O -1.091 2.154 1.193
O 1.217 2.321 0.318
H -1.837 3.568 -3.665
H -1.649 2.636 -2.206
H -0.234 3.077 -3.175
H 0.282 0.826 -4.695
H 0.125 0.734 -2.967
H -0.302 -1.356 -4.504
H -1.800 -0.542 -4.871
H -1.164 -2.292 -2.656
H -2.681 -1.706 -3.214
H -2.733 0.083 -1.702
H -1.026 -0.030 -1.354
H -3.108 -2.127 -0.814
H -1.422 -2.284 -0.434
H -2.598 0.083 0.843
H -3.320 -1.433 1.325
H 0.171 -0.333 0.302
H 2.485 0.115 0.763
H 2.210 -0.141 2.489
H 1.843 -2.079 0.194
H 1.216 -2.380 1.805
H 4.719 -1.108 1.520
H 3.920 -1.140 2.938
H 0.874 1.427 3.563
H 0.058 2.944 3.260
H 1.761 2.786 2.822
N -4.312 2.971 4.895
C -3.434 2.941 3.837
N -3.038 1.685 3.449
O -3.038 3.959 3.301
H -4.653 2.151 5.356
H -4.621 3.871 5.206
H -2.397 1.599 2.673
H -3.357 0.856 3.910
N 4.657 -2.420 -1.957
C 3.810 -1.365 -2.145
N 3.492 -1.079 -3.443
O 3.353 -0.715 -1.214
H 5.034 -2.965 -2.707
H 4.889 -2.670 -1.014
H 2.873 -0.307 -3.604
H 3.846 -1.593 -4.226
```